1.
Density functional theory data (ωB97M-V/def2-TZVPD) for a molecular structure, C20H27N2O2PS2Sn at a distorted geometry.

Each line ends with the Mulliken charge.
Atoms and positions in Å:
C1 0.5358 3.1671 -3.5737  -0.8520
C2 -0.7642 2.8069 -3.2300  -0.9015
C3 -0.9857 1.8385 -2.2396  0.1018
C4 0.0892 1.2694 -1.5613  0.6539
C5 1.3943 1.6517 -1.8923  1.0479
C6 1.6100 2.6302 -2.8724  -1.0061
C7 -2.4231 1.4443 -2.0073  -0.9215
C8 -2.7962 -0.0314 -1.8101  -1.3696
N1 -1.8177 -1.0560 -2.3295  0.3134
Sn1 -0.2794 -0.4022 -0.1290  0.6373
C9 2.6011 1.0732 -1.2116  -1.1533
P1 2.3338 -0.6545 -0.6593  0.6829
H1 -1.6214 3.2581 -3.7407  0.4426
H2 2.6375 2.9122 -3.1009  0.4882
H3 0.7153 3.8901 -4.3657  0.4299
H4 2.8805 1.6368 -0.3052  0.4892
H5 3.4689 1.0336 -1.8857  0.6598
H6 -2.8053 1.9961 -1.1328  0.4272
H7 -3.0355 1.7581 -2.8673  0.4470
H8 -2.9209 -0.2442 -0.7403  0.4703
C10 3.7893 -1.0362 0.3386  -1.1617
C11 2.4754 -1.6108 -2.1940  -1.0673
H9 -3.7845 -0.2060 -2.2807  0.6647
C12 -1.2881 -0.7020 -3.6933  -0.7965
C13 -2.5712 -2.3328 -2.4536  -0.9790
H10 0.5196 -3.9272 3.0464  0.2327
H11 -1.4801 -1.5252 -4.3973  0.4047
H12 -1.7677 0.2095 -4.0783  0.3332
H13 -0.2042 -0.5517 -3.6778  0.0749
H14 -2.6461 -2.6447 -3.5063  0.3546
H15 -2.0896 -3.1520 -1.9139  0.3235
H16 -3.5926 -2.2072 -2.0657  0.3585
H17 3.5276 -1.5760 -2.5063  0.4271
H18 2.1791 -2.6480 -1.9824  0.4130
H19 1.8367 -1.2102 -2.9917  0.2529
H20 4.6734 -0.6793 -0.1993  0.4513
H21 3.7186 -0.5771 1.3302  0.3447
H22 3.8266 -2.1275 0.4624  0.4383
H23 0.0524 -3.6664 2.4905  -0.2344
O1 2.2889 1.5595 3.2036  -0.6041
S1 1.4826 0.3768 3.1249  1.0850
O2 2.1387 -0.9093 2.9133  -0.5848
N2 0.2401 0.5380 1.9902  -0.2597
C14 -0.9769 0.6818 2.5605  1.0680
S2 -2.2833 0.7089 1.5150  -0.4110
C15 -0.9775 0.4994 3.9876  0.0845
C16 -2.0694 0.3059 4.8563  -0.6657
C17 -1.8175 -0.2028 6.1329  -0.6258
C18 -0.4990 -0.4414 6.5707  -0.5431
C19 0.5890 -0.1795 5.7313  -0.6156
C20 0.3192 0.2510 4.4455  0.4135
H24 -3.0719 0.5654 4.4930  0.4174
H25 -2.6543 -0.4208 6.8093  0.3993
H26 -0.3229 -0.8409 7.5638  0.4296
H27 1.6227 -0.2994 6.0291  0.4898

Cartesian forces (eV/Å) of the 6 atoms listed first:
C -0.0033 0.2756 0.2926
C 0.2383 -0.2075 0.1098
C -0.4112 0.2888 -0.4398
C -0.1450 -0.5631 0.3941
C -0.1342 0.5173 -0.2149
C -0.1295 -0.5371 -0.0119

Spin multiplicity = 1
Calculated total energy = -2389.6356 Ha
Charge = +2

2.
Density functional theory data (ωB97M-V/def2-TZVPD) for C5H9NO4 in the gas phase at a distorted geometry.

Each line ends with the Mulliken charge.
Atoms and positions in Å:
H1 3.5506 -0.2487 -1.9959  0.3153
N1 3.4288 -0.3664 -0.9053  -0.6505
C1 2.2208 -0.0426 -0.7439  0.3881
O1 1.5746 0.2652 -1.9765  -0.5532
C2 1.3610 -0.6454 0.3584  0.5329
O2 1.7015 -1.6630 0.9095  -0.5357
C3 0.1200 0.1003 0.8652  -0.0267
O3 -0.1643 -0.3547 2.1521  -0.5820
C4 -1.1116 -0.0856 -0.0694  0.2688
C5 -2.4011 0.3460 0.6011  -1.4592
O4 -0.9095 0.6331 -1.2813  -0.5768
H2 0.5979 0.3557 -1.8417  0.4439
H3 0.3484 1.1799 0.9076  0.3188
H4 0.2307 -1.2335 2.2524  0.3905
H5 -1.1808 -1.1455 -0.3555  0.2433
H6 -3.2341 0.2272 -0.1044  0.3904
H7 -2.6008 -0.2706 1.4839  0.3450
H8 -2.3447 1.3988 0.9169  0.3934
H9 -1.1875 1.5496 -1.1730  0.3537

Cartesian forces (eV/Å) of the 6 atoms listed first:
H 0.3254 0.0802 2.6733
N 0.4577 0.4429 -1.4025
C -0.2884 -1.9650 -3.7694
O -0.6682 0.2046 2.0530
C 0.4094 0.9560 0.9012
O -0.2203 0.3100 -0.4301

Spin multiplicity = 1
Relative energy (zero: lowest compared OMol25 entry of this formula, charge and spin) = 252.9 kJ/mol
SMILES = [H]/N=C(\O)C(=O)[C@H](O)[C@@H](C)O
Charge = 0

3.
Density functional theory data (ωB97M-V/def2-TZVPD) for 12 unconnected molecules or ions with the total composition C18H60O12 at a distorted geometry.

Each line ends with the Mulliken charge.
Atoms and positions in Å:
C1 -3.7431 -4.3342 -1.1329  -1.1218
C2 -3.9478 -3.6298 -2.4689  0.4812
C3 -3.9159 -2.1393 -2.3158  -0.6672
O1 -2.9343 -4.0259 -3.4222  -0.5584
H1 -3.9236 -5.4065 -1.2114  0.3842
H2 -4.4024 -3.8990 -0.3836  0.3988
H3 -2.7116 -4.1690 -0.7974  0.0330
H4 -4.8968 -3.9658 -2.8957  0.2224
H5 -4.6843 -1.8010 -1.6167  0.3685
H6 -4.0793 -1.6534 -3.2761  0.3651
H7 -2.9518 -1.8593 -1.8980  -0.2042
H8 -2.2406 -4.5181 -2.9767  0.3133
C4 5.6945 0.2066 -2.1822  -1.4550
C5 4.2334 0.1612 -2.5507  0.7333
C6 3.5040 1.3594 -1.9936  -0.7115
O2 4.1284 0.2302 -3.9839  -0.5726
H9 6.1597 1.1475 -2.4779  0.3261
H10 6.2422 -0.5911 -2.6949  0.3749
H11 5.8696 0.0521 -1.1148  0.2572
H12 3.8018 -0.7625 -2.1505  0.1924
H13 3.8285 2.2996 -2.4373  0.5665
H14 3.7634 1.4234 -0.9279  0.1594
H15 2.4210 1.2747 -2.0661  -0.2488
H16 4.0571 -0.6484 -4.3636  0.3638
C7 -0.5346 0.6562 0.8930  0.0554
C8 -0.4621 -0.5128 -0.0732  0.7914
C9 0.9846 -1.0013 -0.1448  -0.8021
O3 -1.2902 -1.5784 0.4405  -0.3061
H17 -0.1860 0.3224 1.8682  0.0619
H18 -1.5177 1.1186 0.9292  -0.4708
H19 0.1850 1.3930 0.5216  -0.0683
H20 -0.8591 -0.2473 -1.0538  0.2289
H21 1.2337 -1.7017 0.6543  0.4240
H22 1.6636 -0.1522 -0.0904  -0.2832
H23 1.1592 -1.5270 -1.0867  0.1702
H24 -0.7152 -2.2734 0.7962  0.2668
C10 -3.8951 2.5945 3.3376  0.1011
O4 -3.1171 3.3537 4.2452  -0.5242
H25 -3.2761 2.2036 2.5259  -0.3524
H26 -4.3361 1.7949 3.9211  0.1760
H27 -4.6888 3.2018 2.8846  0.3286
H28 -2.6305 4.0333 3.7732  0.2786
C11 1.1400 2.2613 3.7450  -0.5091
O5 2.4019 2.5025 3.1634  -0.5660
H29 0.7789 1.2336 3.6155  0.1528
H30 1.1878 2.4544 4.8180  0.3516
H31 0.3751 2.9098 3.2988  0.1929
H32 2.3263 3.0219 2.3447  0.4879
C12 -0.6545 3.7197 -1.1319  -0.2223
O6 0.5925 3.0659 -1.3587  -0.4924
H33 -0.5413 4.4811 -0.3651  0.2656
H34 -1.0403 4.1086 -2.0712  0.4038
H35 -1.3726 3.0005 -0.7227  -0.2534
H36 0.5552 2.6415 -2.2199  0.2748
C13 3.2973 4.4593 0.1389  -0.6605
O7 2.1598 3.8872 0.7554  -0.5659
H37 3.2289 5.5437 0.0808  0.2744
H38 4.1840 4.1946 0.7298  0.2998
H39 3.5428 4.0213 -0.8310  0.1797
H40 1.6467 3.4004 0.0921  0.3261
C14 -4.1953 1.4935 -0.2418  0.0739
O8 -5.1019 1.2357 -1.3018  -0.5684
H41 -3.8809 0.5585 0.2365  0.1628
H42 -3.3193 1.9614 -0.6837  -0.1409
H43 -4.6273 2.1352 0.5297  0.1729
H44 -5.8869 0.8230 -0.9323  0.3228
C15 -2.5482 -0.7656 3.7967  -0.4783
O9 -3.0481 -0.6968 2.4794  -0.4076
H45 -1.4913 -0.4611 3.8605  0.0901
H46 -3.1128 -0.0756 4.4168  0.2085
H47 -2.5931 -1.7865 4.1959  0.3160
H48 -2.3941 -1.1122 1.8930  0.3012
C16 -0.2383 -1.9064 -4.2483  -0.5680
O10 0.7284 -1.0402 -3.6601  -0.3991
H49 -1.1101 -1.3206 -4.5175  0.2488
H50 0.1847 -2.4416 -5.1022  0.3401
H51 -0.5946 -2.6671 -3.5419  0.1625
H52 1.4864 -1.5560 -3.3755  0.2242
C17 4.1409 -0.4599 1.4954  -0.0574
O11 4.5300 -1.4969 2.3838  -0.5641
H53 3.3331 0.1210 1.9479  0.1428
H54 4.9870 0.1741 1.2020  0.2714
H55 3.7827 -0.8441 0.5386  -0.0944
H56 4.7975 -1.0667 3.2007  0.3098
C18 1.2555 -4.3871 1.7856  -0.6545
O12 -0.0443 -3.7821 1.8397  -0.5226
H57 1.7288 -4.2284 0.8148  0.2461
H58 1.8697 -3.9373 2.5615  0.2426
H59 1.1996 -5.4558 2.0058  0.3399
H60 -0.6363 -4.3507 1.3355  0.2624

Cartesian forces (eV/Å) of the 6 atoms listed first:
C 0.1764 0.1287 -0.1930
C 0.3091 -0.7487 -0.0220
C -0.1655 0.2510 0.1034
O -0.2610 0.0593 -0.0049
H -0.0217 0.0027 0.0291
H -0.0408 -0.1255 0.0728

Spin multiplicity = 1
Relative energy (zero: lowest compared OMol25 entry of this formula, charge and spin) = 423.1 kJ/mol
SMILES = CC(C)O.CC(C)O.CC(C)O.CO.CO.CO.CO.CO.CO.CO.CO.CO
Charge = 0

4.
Density functional theory data (ωB97M-V/def2-TZVPD) for a molecular structure, C3H4N4 at a distorted geometry.

Each line ends with the Mulliken charge.
Atoms and positions in Å:
N1 0.1278 -0.8645 -1.6462  -0.2959
C1 -0.2055 0.0189 -0.7441  0.4390
C2 -1.3125 0.3123 0.1131  -0.3467
N2 -1.0723 0.0728 1.4173  -0.4423
C3 0.2594 0.0054 1.6570  0.0460
N3 1.1409 0.6071 0.8754  -0.3706
N4 0.5803 1.1062 -0.3347  -0.3845
H1 -0.4004 -1.7220 -1.7532  0.2492
H2 0.9769 -0.7468 -2.1880  0.2726
H3 -0.6376 1.5671 -0.0248  0.4065
H4 0.6201 -0.3607 2.6167  0.4267

Cartesian forces (eV/Å) of the 6 atoms listed first:
N -0.0048 0.0923 0.2064
C 0.0523 -0.1835 0.0642
C -0.1051 -0.7759 0.0908
N 0.0485 0.0596 -0.2452
C 0.1753 0.1384 -0.0853
N -0.3745 -0.1680 0.2673

Spin multiplicity = 1
Relative energy (zero: lowest compared OMol25 entry of this formula, charge and spin) = 628.8 kJ/mol
Charge = 0

5.
Density functional theory data (ωB97M-V/def2-TZVPD) for a molecular structure, C3H5NO2.

Each line ends with the Mulliken charge.
Atoms and positions in Å:
N1 -0.1996 -1.4725 0.5605  -0.5759
C1 -1.2653 -0.8241 0.3603  0.1149
O1 -1.2611 0.4899 0.0891  -0.3203
C2 0.0281 1.0912 0.0878  -0.1800
C3 1.0035 0.4442 -0.8684  -0.4115
O2 2.2593 0.6310 -0.5782  -0.3641
H1 -0.3750 -2.4583 0.7296  0.2254
H2 -2.2941 -1.1972 0.3703  0.3664
H3 0.4648 1.1040 1.0965  0.2198
H4 -0.1353 2.1220 -0.2499  0.2616
H5 1.9740 0.0848 -1.5705  0.6637

Cartesian forces (eV/Å) of the 6 atoms listed first:
N -0.2829 0.1471 -0.0143
C 0.1346 -0.2083 0.0443
O 0.0099 -0.0196 -0.0389
C 0.1359 0.0161 -0.0025
C -0.2022 0.2889 0.3581
O -0.2946 -0.0703 -0.1714

Spin multiplicity = 1
Relative energy (zero: lowest compared OMol25 entry of this formula, charge and spin) = 496.8 kJ/mol
Charge = 0

6.
Density functional theory data (ωB97M-V/def2-TZVPD) for a molecular structure, C44H39AsCrN3OS.

Each line ends with the Löwdin spin population.
Atoms and positions in Å:
Cr1 0.1248 0.4303 -0.7737  3.7941
C1 5.8017 0.8428 -1.5396  0.0000
C2 5.9072 2.3665 -1.6144  0.0001
C3 6.5560 2.7408 -2.9548  0.0001
C4 6.8009 2.8446 -0.4615  0.0001
C5 4.5427 3.0466 -1.5154  0.0009
C6 4.4665 4.4522 -1.5190  0.0012
C7 3.2616 5.1197 -1.4681  0.0003
C8 2.0927 4.3708 -1.3900  0.0019
S1 0.4416 4.9030 -1.3461  0.0141
C9 -0.0844 3.2647 -1.2681  0.0242
N1 0.8890 2.3705 -1.2680  0.0175
C10 2.1355 2.9794 -1.3604  0.0045
C11 3.3652 2.3248 -1.4412  0.0019
C12 -1.4762 2.8478 -1.1590  0.0303
C13 -2.6053 3.7757 -0.9477  -0.0047
C14 -3.8326 3.3406 -0.6524  0.0212
C15 -4.1950 1.8801 -0.6352  0.0005
C16 -2.9415 0.9804 -0.7284  -0.0054
C17 -1.6140 1.5097 -1.1081  -0.0395
H1 6.7994 0.4075 -1.6053  0.0000
H2 5.2141 0.4350 -2.3653  0.0000
H3 5.3601 0.5108 -0.5959  0.0000
H4 7.5445 2.2844 -3.0337  0.0000
H5 6.6764 3.8201 -3.0534  0.0000
H6 5.9487 2.3910 -3.7916  0.0000
H7 7.7689 2.3425 -0.5083  0.0000
H8 6.3452 2.6194 0.5048  0.0000
H9 6.9829 3.9184 -0.5068  0.0000
H10 5.3757 5.0355 -1.5786  0.0000
H11 3.2324 6.2011 -1.4909  -0.0001
H12 3.3870 1.2456 -1.4763  0.0008
H13 -2.4285 4.8453 -1.0011  -0.0010
H14 -4.6276 4.0594 -0.4906  0.0011
H15 -4.9609 1.6960 -1.3916  0.0006
H16 -3.1745 0.0433 -1.2422  -0.0008
N2 2.0210 -0.5412 -0.2102  0.0203
C18 1.8430 -1.9395 -0.0206  0.0050
C19 2.1850 -2.6395 1.0919  0.0000
C20 1.9517 -4.0371 1.1417  0.0002
C21 1.3811 -4.6934 0.0926  -0.0001
C22 1.0194 -3.9781 -1.0802  0.0007
C23 0.4292 -4.5740 -2.2162  0.0017
C24 0.1312 -3.8008 -3.3024  0.0006
C25 0.4177 -2.4212 -3.2598  0.0044
N3 0.9560 -1.8293 -2.2215  0.0228
C26 1.2606 -2.5969 -1.1410  0.0036
H17 2.6827 -0.0651 0.3925  0.0033
H18 2.3384 -0.4041 -1.1744  0.0058
H19 2.6450 -2.1365 1.9346  0.0000
H20 2.2432 -4.5846 2.0282  0.0000
H21 1.2030 -5.7608 0.1370  0.0000
H22 0.2224 -5.6376 -2.2147  0.0001
H23 -0.3169 -4.2243 -4.1906  0.0001
H24 0.1922 -1.7945 -4.1159  0.0003
O1 -0.9361 -1.0599 0.0674  0.0434
As1 -2.2949 -1.0282 1.0554  0.0066
C27 -3.4943 -2.3434 0.3722  0.0001
C28 -3.2903 -2.8380 -0.9102  0.0001
C29 -4.1729 -3.7782 -1.4228  0.0000
C30 -5.2477 -4.2111 -0.6577  -0.0001
C31 -5.4453 -3.7139 0.6246  0.0000
C32 -4.5659 -2.7772 1.1457  0.0000
C33 -1.8547 -1.5349 2.8424  0.0004
C34 -1.0548 -2.6639 3.0008  0.0001
C35 -0.7064 -3.0776 4.2758  0.0000
C36 -1.1597 -2.3697 5.3829  0.0000
C37 -1.9639 -1.2514 5.2207  0.0000
C38 -2.3158 -0.8260 3.9464  0.0000
C39 -3.0231 0.7657 0.8226  -0.0010
C40 -2.2162 1.7139 1.6620  0.0068
C41 -2.7852 2.5818 2.4970  0.0009
C42 -4.2398 2.6761 2.6629  0.0003
C43 -5.0616 1.9995 1.8637  0.0005
C44 -4.5227 1.1827 0.7379  0.0012
H25 -2.4368 -2.4993 -1.4851  0.0001
H26 -4.0227 -4.1737 -2.4189  0.0000
H27 -5.9348 -4.9432 -1.0612  0.0000
H28 -6.2802 -4.0597 1.2193  0.0000
H29 -4.7098 -2.3992 2.1519  0.0000
H30 -0.7011 -3.2103 2.1341  0.0000
H31 -0.0854 -3.9541 4.4075  0.0000
H32 -0.8874 -2.6963 6.3781  0.0000
H33 -2.3188 -0.7071 6.0858  0.0000
H34 -2.9434 0.0459 3.8194  0.0000
H35 -1.1340 1.6532 1.6105  0.0073
H36 -2.1547 3.2271 3.0966  0.0001
H37 -4.6305 3.3025 3.4543  0.0000
H38 -6.1360 2.0608 1.9890  0.0000
H39 -5.1591 0.3192 0.5359  0.0000

Cartesian forces (eV/Å) of the 6 atoms listed first:
Cr -0.4679 0.1809 -0.1412
C -0.0097 -0.0104 -0.0179
C 0.0010 0.0188 0.0024
C -0.0005 0.0024 0.0043
C -0.0027 -0.0028 0.0069
C -0.0274 -0.0229 -0.0030

Spin multiplicity = 5
Expectation value of S² = 6.027
Relative energy (zero: lowest compared OMol25 entry of this formula, charge and spin) = 215.9 kJ/mol
Charge = +1